Record 1
87
Properties=species:S:1:pos:R:3:lowdin_charge:R:1 method="wB97M-V/def2-TZVPD" homo_lumo_gap_ev=5.028 relative_energy_ev=2.939 spin_multiplicity=1 fmax_ev_per_a=6.53 energy_ev=-47196.559 e_lumo_ev=-0.856
C -1.93698 5.09757 -0.21009 -0.06
C -2.23169 3.66167 -0.56086 -0.19
O -1.32889 2.80609 0.20449 -0.03
C -1.86050 1.65056 0.68136 -0.46
C -0.83138 0.82787 1.43225 -0.18
C -1.70970 0.09521 2.43929 -0.37
O -2.31269 0.67156 3.33077 0.09
C -1.70471 -1.42054 2.35243 -0.10
C -0.30062 -1.92941 2.65836 -0.21
C 0.00105 -2.08796 4.15211 -0.18
C 1.51137 -2.18371 4.46729 -0.19
C 2.11786 -0.94159 5.16347 -0.20
C 3.27114 -0.25162 4.40875 -0.20
C 2.85371 0.39862 3.08403 -0.23
C 2.36249 1.83899 3.15705 -0.20
C 1.41306 2.19387 1.98912 -0.18
C -0.03304 1.83949 2.29578 -0.15
O -3.03000 1.32832 0.51710 0.08
H -2.19690 5.74874 -1.04783 0.07
H -2.58647 5.36874 0.62487 0.08
H -0.89308 5.26968 0.07023 0.08
H -3.26029 3.39370 -0.29948 0.12
H -2.04273 3.43227 -1.61093 0.10
H -2.44198 -1.80439 3.07258 0.13
H -2.01382 -1.72042 1.34215 0.09
H -0.15001 -2.89685 2.15525 0.12
H 0.41779 -1.23652 2.19341 0.07
H -0.47116 -1.27743 4.73289 0.12
H -0.48581 -3.02341 4.47669 0.11
H 1.64239 -3.05039 5.13455 0.10
H 2.07239 -2.42396 3.54967 0.10
H 1.33157 -0.20199 5.37838 0.11
H 2.49590 -1.26318 6.14611 0.10
H 3.70888 0.50794 5.07039 0.11
H 4.05765 -0.99423 4.20727 0.11
H 3.70566 0.36652 2.39063 0.11
H 2.06994 -0.21856 2.62644 0.07
H 1.88304 2.02056 4.13051 0.11
H 3.23157 2.51094 3.11048 0.11
H 1.45218 3.28707 1.86452 0.11
H 1.74249 1.73881 1.04319 0.11
H -0.61658 2.77357 2.22105 0.11
H -0.13404 1.55103 3.35521 0.11
C 2.43644 -2.10765 0.66111 0.01
C 1.96288 -1.82699 -0.70012 -0.13
N 2.73208 -2.14417 -1.77172 -0.03
C 4.05269 -2.75825 -1.74754 0.00
C 2.03604 -1.92715 -2.95164 -0.17
C 0.73499 -1.50569 -2.61400 -0.09
C -0.17867 -1.44762 -3.66247 0.00
C 0.26082 -1.53901 -4.99215 -0.06
C 1.60037 -1.83227 -5.29077 -0.08
C 2.49991 -2.09014 -4.25131 -0.02
C 0.71774 -1.25299 -1.14617 -0.05
C -0.26650 -0.50175 -0.46387 0.07
C -1.34733 -0.09295 -1.29136 -0.15
C -2.65536 -0.61788 -1.51592 -0.23
C -3.30297 -1.78063 -0.89813 0.00
N -3.29078 0.16525 -2.43083 -0.04
C -4.67821 0.01893 -2.84512 0.00
C -2.40588 1.11099 -2.96647 -0.17
C -1.17498 0.97212 -2.27858 -0.16
C -0.05367 1.65810 -2.72061 -0.02
C -0.16485 2.43789 -3.87526 -0.09
C -1.38566 2.56194 -4.55601 -0.09
C -2.53608 1.89978 -4.10310 -0.02
H 1.61588 -2.56764 1.22243 0.07
H 3.29475 -2.79067 0.70767 0.09
H 2.72922 -1.17727 1.16415 0.08
H 4.62931 -2.40635 -2.60917 0.09
H 4.56774 -2.48407 -0.82346 0.09
H 3.99525 -3.85569 -1.81221 0.11
H -1.23813 -1.33839 -3.45330 0.11
H -0.44892 -1.38100 -5.80747 0.11
H 1.93022 -1.87886 -6.32962 0.10
H 3.53511 -2.38138 -4.42222 0.10
H -0.15461 0.04989 0.63893 0.03
H -2.55002 -2.56941 -0.77050 0.09
H -3.72032 -1.52202 0.08613 0.09
H -4.10901 -2.16853 -1.53283 0.08
H -4.86312 0.71182 -3.66870 0.08
H -4.87214 -1.00400 -3.18662 0.09
H -5.36599 0.24719 -2.01816 0.11
H 0.88572 1.53553 -2.18000 0.12
H 0.71924 2.95278 -4.25348 0.10
H -1.43876 3.18798 -5.44600 0.10
H -3.50355 1.98701 -4.59439 0.10



Record 2
21
Properties=species:S:1:pos:R:3:nbo_charge:R:1 method="wB97M-V/def2-TZVPD" homo_lumo_gap_ev=11.911 relative_energy_ev=1.983 spin_multiplicity=1 fmax_ev_per_a=4.49 energy_ev=-9952.778 e_lumo_ev=-3.163 total_charge=+1
C 0.57379 0.78001 -0.54095 -0.23
N -0.54705 0.39401 0.39833 -0.63
C -0.50790 -1.18329 0.52682 -0.24
C 0.68362 -1.69764 -0.32276 -0.45
C 1.19874 -0.48048 -1.17774 -0.42
H 1.28087 1.35991 0.02830 0.20
H 0.03129 1.45800 -1.28615 0.22
H 0.07622 0.81473 1.32270 0.50
H -1.49386 0.67484 0.01843 0.48
H -0.28023 -1.37906 1.70413 0.23
H -1.41633 -1.71425 0.28216 0.24
H 0.47321 -2.58073 -0.99402 0.25
H 1.56687 -2.10165 0.22617 0.24
H 2.24455 -0.35425 -1.26385 0.24
H 0.85254 -0.48917 -2.22619 0.22
H 0.81655 1.80642 3.22846 0.53
H 1.91000 1.25031 2.52411 0.52
O 0.90181 1.21968 2.42472 -0.94
H -3.44952 1.16195 -1.64808 0.51
H -2.21120 0.39334 -2.01978 0.49
O -2.70397 0.66735 -1.20479 -0.96



Record 3
59
Properties=species:S:1:pos:R:3:nbo_charge:R:1 method="wB97M-V/def2-TZVPD" homo_lumo_gap_ev=4.981 relative_energy_ev=0.099 spin_multiplicity=1 fmax_ev_per_a=2.35 energy_ev=-34521.185 e_lumo_ev=-5.247 total_charge=+1
C 4.11189 -3.11963 3.59174 -0.14
C 2.88598 -3.34522 4.23351 -0.21
C 1.85074 -2.41635 4.12896 -0.14
C 2.06762 -1.17255 3.49284 -0.16
C 0.99335 -0.18314 3.32323 0.28
C -0.35388 -0.62468 3.20471 -0.32
C -1.49622 0.15178 3.13857 0.06
C -2.84673 -0.33448 3.28329 -0.07
C -3.89826 0.60488 3.43260 -0.13
C -5.21626 0.21009 3.62019 -0.22
C -5.55442 -1.15033 3.60237 -0.13
C -4.53160 -2.10314 3.48985 -0.22
C -3.20020 -1.71186 3.31972 -0.14
C 1.38342 1.23094 3.32413 -0.15
C 0.71932 2.21668 2.57026 -0.18
C 0.97222 3.57169 2.77931 -0.16
C 2.00849 3.97355 3.63099 -0.16
C 2.75998 3.00750 4.30506 -0.22
C 2.47116 1.66197 4.12774 -0.15
C 3.36019 -0.91538 2.96973 -0.08
C 4.34109 -1.89983 2.94496 -0.24
H 4.88775 -3.88568 3.59823 0.24
H 2.71992 -4.25973 4.80298 0.23
H 0.87072 -2.62717 4.56111 0.22
H -0.50484 -1.70990 3.21111 0.22
H -1.39127 1.22973 3.06883 0.22
H -3.64121 1.66315 3.39636 0.22
H -5.99858 0.95506 3.75549 0.24
H -6.59442 -1.46873 3.69843 0.24
H -4.77985 -3.16536 3.51270 0.23
H -2.41304 -2.45623 3.18846 0.21
H 0.02743 1.87689 1.80179 0.23
H 0.36239 4.32422 2.28092 0.22
H 2.24260 5.03065 3.75155 0.23
H 3.57976 3.28994 4.96281 0.24
H 3.09719 0.91471 4.61549 0.23
H 3.58975 0.06904 2.56203 0.22
H 5.28052 -1.70046 2.43219 0.24
C 2.56868 3.20515 -1.73105 -0.20
C 2.37366 2.38250 -2.85190 -0.21
C 1.26579 1.52750 -2.92417 -0.18
C 0.33404 1.53273 -1.86630 -0.13
C -0.89725 0.73508 -1.90360 0.43
N -1.69067 0.48302 -0.87299 -0.55
C -2.92541 -0.10764 -1.45250 -0.25
C -2.59746 -0.45978 -2.91100 -0.23
N -1.34918 0.23935 -3.08398 -0.61
C 0.50059 2.39964 -0.77780 -0.12
C 1.60940 3.23976 -0.71047 -0.23
H 3.46532 3.82019 -1.66251 0.22
H 3.08584 2.40166 -3.68190 0.23
H 1.12888 0.86799 -3.78716 0.21
H -3.25405 -0.98143 -0.87708 0.20
H -3.74474 0.63696 -1.44374 0.19
H -2.43959 -1.53249 -3.03480 0.19
H -3.34495 -0.11587 -3.62750 0.20
H -0.87058 0.34368 -3.96824 0.41
H -0.27685 2.40841 -0.02283 0.21
H 1.71898 3.92022 0.12803 0.21



Record 4
22
Properties=species:S:1:pos:R:3:nbo_charge:R:1 method="wB97M-V/def2-TZVPD" homo_lumo_gap_ev="2.170 / 5.919" relative_energy_ev=1.720 spin_multiplicity=2 fmax_ev_per_a=2.44 energy_ev=-19780.596 e_lumo_ev="5.862 / 5.753" total_charge=-2
C -1.08865 0.25405 -0.00976 -0.45
C -1.28290 0.25371 -1.51931 -0.52
S -3.05505 -0.06110 -2.05161 -0.81
C -0.31958 -0.96973 0.59257 -0.21
N 1.05828 -0.64832 0.98556 -0.47
C 1.75685 -1.96374 1.23161 -0.81
C 1.81035 0.11893 -0.05311 -0.78
H -2.01184 0.23160 0.56489 0.21
H -0.47927 1.11203 0.25841 0.21
H -0.99384 1.14855 -2.06925 0.18
H -0.73704 -0.55035 -2.02211 0.18
H -0.56621 -1.87236 0.01176 0.16
H -0.88184 -1.25088 1.50350 0.16
H 2.83429 -1.85803 1.09268 0.15
H 1.45159 -2.71915 0.50175 0.16
H 1.57671 -2.22186 2.27720 0.17
H 1.84611 1.16634 0.25788 0.17
H 2.84677 -0.20364 -0.06610 0.17
H 1.33248 0.04197 -1.03207 0.18
H -0.97665 3.79940 -0.13896 0.46
H -2.34894 2.88019 -0.47595 0.51
O -1.77162 3.31239 0.16043 -1.02



Record 5
18
Properties=species:S:1:pos:R:3:nbo_charge:R:1 method="wB97M-V/def2-TZVPD" homo_lumo_gap_ev=8.843 relative_energy_ev=2.932 spin_multiplicity=1 fmax_ev_per_a=2.21 energy_ev=-9805.069 e_lumo_ev=0.827
C 0.39514 0.18590 -1.76383 -0.28
C 2.00467 -1.46559 -1.20498 -0.24
O 0.81868 -0.79915 -0.82690 -0.58
H 1.87564 -1.99151 -2.15860 0.17
H 0.14656 -0.27858 -2.72460 0.16
H 1.18256 0.93165 -1.92064 0.17
H -0.48659 0.66900 -1.33385 0.25
H 2.23228 -2.18999 -0.42399 0.19
H 2.84099 -0.76246 -1.29987 0.17
C -1.39012 0.96598 1.43623 0.56
N -0.90573 -0.49754 1.41435 -0.82
N -1.10782 1.25097 2.68725 -0.94
N -1.78350 1.42843 0.30945 -0.86
H -0.57652 -0.27471 2.49287 0.48
H -1.30074 2.19666 2.99312 0.36
H -0.18618 -0.64686 0.69198 0.45
H -1.69133 -1.12283 1.25174 0.41
H -2.06800 2.40062 0.38026 0.35



Record 6
51
Properties=species:S:1:pos:R:3:nbo_charge:R:1 method="wB97M-V/def2-TZVPD" homo_lumo_gap_ev=6.773 relative_energy_ev=0.000 spin_multiplicity=1 fmax_ev_per_a=1.74 energy_ev=-40632.750 e_lumo_ev=1.351 total_charge=-1
Ba -27.99114 -4.21846 -13.70865 1.87
C -26.15410 -4.11282 -5.81423 -0.60
C -25.82693 -4.63210 -7.21368 -0.43
C -24.78808 -3.74510 -7.87268 -0.20
N -24.21985 -4.23558 -9.16401 -0.20
C -23.07340 -3.30575 -9.50348 -0.20
C -22.60697 -3.43154 -10.92976 -0.43
C -23.76696 -3.30486 -11.91814 -0.40
C -24.79870 -4.35530 -11.61338 -0.43
C -25.30699 -4.26604 -10.21069 -0.24
C -23.64520 -5.61618 -8.99771 -0.41
H -26.85620 -3.27818 -5.86000 0.22
H -25.26308 -3.83684 -5.25282 0.20
H -26.69686 -4.87913 -5.25920 0.23
H -26.71846 -4.63288 -7.84453 0.24
H -25.53888 -5.68060 -7.13487 0.21
H -23.95809 -3.56802 -7.18466 0.20
H -25.26900 -2.79121 -8.09011 0.23
H -23.39903 -2.28722 -9.29664 0.22
H -22.29151 -3.56935 -8.78962 0.20
H -21.90460 -2.61475 -11.13228 0.23
H -21.99467 -4.32076 -11.10293 0.20
H -24.23649 -2.31773 -11.84122 0.23
H -23.35994 -3.39234 -12.92329 0.24
H -25.68096 -4.23354 -12.20027 0.27
H -24.45958 -5.35222 -11.91653 0.23
H -25.83711 -3.31556 -10.09354 0.25
H -25.97070 -5.09356 -9.97067 0.25
H -23.09513 -5.84324 -9.90164 0.24
H -24.46306 -6.30367 -8.83083 0.23
H -22.99852 -5.59426 -8.12304 0.21
O -30.77451 -6.73905 -16.27115 -0.73
C -29.89643 -5.95405 -15.56288 0.95
O -30.32720 -4.84060 -15.15898 -0.85
O -28.80623 -6.46107 -15.24432 -0.80
H -31.50484 -6.14497 -16.48141 0.47
O -24.40623 -2.80220 -16.03590 -0.73
C -25.52834 -3.32879 -15.43954 0.95
O -26.60891 -2.74715 -15.58534 -0.78
O -25.39514 -4.41474 -14.79269 -0.87
H -23.69336 -3.36426 -15.71291 0.47
O -28.27845 -7.14026 -10.14126 -0.74
C -28.15162 -6.36223 -11.27897 0.94
O -27.09526 -6.50487 -11.94851 -0.84
O -29.08834 -5.60942 -11.57392 -0.79
H -27.47246 -7.66562 -10.13176 0.47
O -28.61937 -0.54592 -11.00682 -0.72
C -28.26132 -1.40512 -12.01772 0.95
O -27.20962 -2.10724 -11.86591 -0.90
O -28.99324 -1.45069 -13.01224 -0.75
H -27.92013 -0.62488 -10.35001 0.46